Record 1
82
Properties=species:S:1:pos:R:3:mulliken_spin:R:1 method="wB97M-V/def2-TZVPD" s_squared=2.0111 relative_energy_ev=0.063 largest_force_ev_per_a=0.51 multiplicity=3 homo_energy_ha="-0.5848 / -0.5848" lumo_ev="-9.348 / -10.811" total_charge=+3 gap_ha="0.241 / 0.188"
Au -1.443 -1.038 -1.319 0.308
S 0.894 -0.711 -1.969 0.478
C 1.741 -1.550 -0.740 -0.033
N 3.026 -1.709 -0.743 -0.010
C 3.677 -2.439 0.365 0.001
C 2.794 -3.581 0.778 -0.001
N 1.457 -3.048 1.128 -0.004
C 0.817 -3.648 2.337 0.019
C 1.581 -3.244 3.569 -0.008
C 1.559 -1.921 4.007 0.006
C 2.287 -1.552 5.126 0.002
C 3.035 -2.502 5.813 0.000
C 3.051 -3.820 5.386 0.000
C 2.327 -4.191 4.259 0.000
C 0.954 -2.083 0.434 0.003
S -0.533 -1.302 0.808 0.215
C 3.923 -1.247 -1.841 0.039
C 4.522 -2.434 -2.545 -0.017
C 5.888 -2.674 -2.459 0.001
C 6.439 -3.778 -3.098 -0.001
C 5.623 -4.642 -3.811 0.001
C 4.256 -4.405 -3.898 0.000
C 3.705 -3.301 -3.269 0.009
H 3.848 -1.740 1.187 -0.001
H 4.633 -2.807 -0.002 -0.001
H 3.191 -4.074 1.662 0.000
H 2.670 -4.313 -0.023 0.000
H 0.858 -4.727 2.187 0.000
H -0.223 -3.332 2.349 -0.007
H 0.955 -1.181 3.492 -0.005
H 2.261 -0.529 5.476 0.000
H 3.597 -2.213 6.691 0.000
H 3.617 -4.562 5.931 0.000
H 2.327 -5.227 3.937 0.000
H 4.692 -0.634 -1.369 0.004
H 3.339 -0.611 -2.504 -0.010
H 6.529 -1.991 -1.913 0.000
H 7.504 -3.957 -3.041 0.000
H 6.053 -5.500 -4.310 0.000
H 3.627 -5.072 -4.472 0.000
H 2.642 -3.102 -3.365 -0.002
C -6.344 2.138 1.846 0.006
Si -5.286 2.230 0.335 -0.003
C -5.231 0.622 -0.618 0.039
C -5.677 3.656 -0.788 0.023
C -3.477 2.467 0.997 0.046
Te -2.066 2.643 -0.521 0.815
C -2.016 4.716 -0.669 0.040
Si -0.601 5.532 0.388 0.022
C 0.990 4.808 -0.252 0.016
C -0.763 7.345 0.077 0.006
C -0.899 5.047 2.159 0.022
H -7.387 1.980 1.563 0.002
H -6.300 3.060 2.428 0.000
H -6.050 1.311 2.494 0.000
H -6.221 0.361 -0.997 0.000
H -4.897 -0.202 0.020 -0.005
H -4.565 0.692 -1.485 -0.008
H -6.686 3.546 -1.191 0.000
H -5.001 3.716 -1.645 -0.008
H -5.649 4.612 -0.260 0.002
H -3.206 1.599 1.603 -0.002
H -3.393 3.369 1.605 -0.019
H -2.999 5.066 -0.351 -0.008
H -1.861 4.957 -1.723 0.003
H 1.136 5.036 -1.310 0.000
H 1.034 3.722 -0.125 -0.001
H 1.841 5.226 0.290 0.000
H -0.622 7.588 -0.978 0.000
H -0.002 7.888 0.643 0.002
H -1.736 7.727 0.389 0.000
H -0.843 3.966 2.317 -0.009
H -1.869 5.398 2.521 0.002
H -0.139 5.500 2.800 0.000
S -4.603 -2.256 -4.335 0.006
C -3.558 -1.118 -5.057 0.000
C -2.636 -0.692 -4.164 -0.003
N -2.766 -1.267 -2.916 0.027
C -3.773 -2.121 -2.881 -0.004
H -3.670 -0.824 -6.088 0.000
H -1.854 0.027 -4.350 -0.002
H -4.053 -2.679 -2.000 0.001

---

Record 2
17
Properties=species:S:1:pos:R:3:mulliken_charge:R:1 method="wB97M-V/def2-TZVPD" relative_energy_ev=1.884 largest_force_ev_per_a=6.80 multiplicity=1 homo_energy_ha=-0.5426 lumo_ev=-4.443 total_charge=+1 gap_ha=0.379
C 2.108 -1.546 0.016 0.177
C 1.770 0.876 0.202 0.686
C 0.406 -1.048 0.276 -0.725
C -0.617 1.162 0.375 -0.583
C -1.740 0.602 -0.581 -0.750
N 0.645 0.322 0.256 0.047
O 2.469 1.782 0.365 -0.308
O 2.778 -0.604 -0.260 -0.289
O -2.313 -0.489 -0.132 -0.521
H 2.558 -2.594 0.021 0.366
H -0.160 -1.384 -0.481 0.461
H 0.075 -1.532 1.154 0.361
H -0.171 2.177 0.211 0.381
H -0.879 1.078 1.398 0.385
H -1.348 0.384 -1.550 0.440
H -2.336 1.441 -0.741 0.522
H -3.245 -0.627 -0.529 0.349

---

Record 3
22
Properties=species:S:1:pos:R:3:mulliken_charge:R:1 method="wB97M-V/def2-TZVPD" relative_energy_ev=2.797 largest_force_ev_per_a=4.56 multiplicity=1 homo_energy_ha=-0.4012 lumo_ev=-3.373 total_charge=+1 gap_ha=0.277
C -2.580 -1.454 -0.572 -0.820
C -0.532 -2.767 -0.649 0.696
N -1.652 -2.335 -1.187 -0.109
N -0.088 -2.125 0.430 -0.334
N 0.355 -3.637 -1.507 -0.475
H -2.117 -2.837 -1.884 0.238
H -0.666 -1.602 1.096 0.219
H 0.834 -2.364 0.712 0.217
H 0.067 -3.875 -2.458 0.243
H 1.357 -3.455 -1.433 0.240
H -2.267 -0.685 0.304 0.247
H -3.366 -2.161 -0.045 0.352
H -3.000 -0.726 -1.351 0.284
C 1.636 2.580 2.046 -0.768
C 1.302 4.161 -0.210 -0.736
S 0.872 2.375 0.390 -0.074
H 1.065 2.015 2.862 0.260
H 2.667 2.009 2.057 0.247
H 1.739 3.570 2.446 0.297
H 2.360 3.952 -0.742 0.252
H 1.452 4.800 0.667 0.229
H 0.560 4.563 -0.971 0.296

---

Record 4
9
Properties=species:S:1:pos:R:3:mulliken_charge:R:1 method="wB97M-V/def2-TZVPD" relative_energy_ev=0.490 largest_force_ev_per_a=3.12 multiplicity=1 homo_energy_ha=-0.3991 smiles=O.O.O lumo_ev=0.406 total_charge=0 gap_ha=0.414
O -0.572 2.028 1.502 -0.664
H -0.608 1.091 1.243 0.357
H -1.198 2.579 1.030 0.312
O -1.067 -0.459 -0.272 -0.674
H -1.075 -1.391 -0.071 0.299
H -0.165 -0.370 -0.785 0.394
O 1.502 -1.435 -1.148 -0.653
H 2.150 -1.817 -1.738 0.309
H 2.075 -1.058 -0.479 0.320

---

Record 5
31
Properties=species:S:1:pos:R:3:mulliken_charge:R:1 method="wB97M-V/def2-TZVPD" largest_force_ev_per_a=5.97 multiplicity=1 homo_energy_ha=-0.2305 lumo_ev=1.276 total_charge=-1 gap_ha=0.277
C -1.156 3.591 1.500 -1.093
C -2.093 2.266 1.321 -0.067
C -1.150 1.001 1.599 -0.611
O -1.703 -0.279 1.142 -0.386
C -0.558 -0.999 0.625 0.327
C -0.597 -1.347 -0.916 -0.364
C 0.631 -2.074 -1.497 -0.611
C 1.883 -2.487 -0.615 0.438
N 2.962 -3.146 -1.300 -0.559
C 4.020 -3.506 -0.415 -0.183
C 3.991 -3.205 1.109 -0.105
N 2.966 -2.515 1.823 -0.568
C 1.916 -2.174 0.901 0.579
C 0.659 -1.415 1.499 -0.331
H -0.146 3.372 0.976 0.299
H -1.655 4.534 1.059 0.296
H -0.935 3.735 2.612 0.337
H -2.552 2.195 0.272 0.194
H -2.933 2.400 2.110 0.255
H -0.163 1.161 1.019 0.402
H -0.913 0.891 2.729 0.134
H -1.528 -1.041 -1.510 0.405
H 0.625 -2.338 -2.604 0.331
H 4.918 -4.063 -0.869 0.314
H 4.895 -3.570 1.728 0.306
H 0.599 -1.130 2.612 0.249
F -4.005 2.749 -3.604 -0.461
Al -2.397 2.029 -3.384 0.768
F -2.542 0.257 -3.330 -0.452
F -1.693 2.608 -1.858 -0.384
F -1.347 2.497 -4.736 -0.460

---

Record 6
39
Properties=species:S:1:pos:R:3:mulliken_charge:R:1 method="wB97M-V/def2-TZVPD" relative_energy_ev=0.000 largest_force_ev_per_a=0.47 multiplicity=1 homo_energy_ha=-0.3473 smiles="CCCCC[C@@H]1CC(=O)C=C(C)[C@H]1C(=O)OC" lumo_ev=0.616 total_charge=0 gap_ha=0.370
C -4.032 0.264 1.286 -0.994
C -4.134 -0.174 -0.170 -0.530
C -3.045 -1.160 -0.596 -0.947
C -1.623 -0.582 -0.518 0.254
C -0.875 -1.057 0.725 -1.155
C 0.505 -0.426 0.960 -0.263
C 0.429 1.075 1.236 -0.897
C 0.175 1.923 0.010 0.136
O -0.454 2.959 0.063 -0.669
C 0.790 1.439 -1.226 -0.589
C 1.374 0.244 -1.345 0.716
C 1.985 -0.227 -2.624 -1.617
C 1.484 -0.716 -0.197 1.031
C 2.904 -0.693 0.363 -0.424
O 3.502 -1.669 0.729 -0.611
O 3.392 0.547 0.428 -0.219
C 4.697 0.683 0.976 -0.773
H -3.131 0.849 1.452 0.168
H -4.886 0.884 1.550 0.373
H -4.020 -0.600 1.947 0.281
H -5.106 -0.646 -0.331 0.401
H -4.085 0.708 -0.812 0.304
H -3.254 -1.462 -1.624 0.329
H -3.110 -2.057 0.024 0.351
H -1.682 0.506 -0.525 0.120
H -1.060 -0.879 -1.405 0.092
H -1.484 -0.853 1.607 0.414
H -0.748 -2.141 0.664 0.342
H 0.908 -0.912 1.859 0.370
H -0.335 1.291 1.986 0.341
H 1.388 1.419 1.635 0.500
H 0.718 2.106 -2.074 0.413
H 3.020 -0.527 -2.458 0.349
H 1.450 -1.101 -2.997 0.305
H 1.958 0.549 -3.383 0.417
H 1.319 -1.740 -0.548 0.805
H 4.942 1.740 0.914 0.244
H 5.412 0.088 0.405 0.314
H 4.710 0.345 2.014 0.317

---

Record 7
93
Properties=species:S:1:pos:R:3:mulliken_charge:R:1 method="wB97M-V/def2-TZVPD" relative_energy_ev=0.000 largest_force_ev_per_a=0.53 multiplicity=1 homo_energy_ha=-0.2534 lumo_ev=0.052 total_charge=0 gap_ha=0.255
Pb -0.269 -0.383 0.225 3.013
O -4.508 -0.035 -0.770 -0.682
C -3.406 -0.540 -0.667 -0.307
N -2.677 -0.780 0.463 0.068
C -3.315 -0.777 1.675 -0.189
O -4.514 -0.735 1.879 -0.682
C -2.407 -0.955 2.879 0.387
C -2.992 -0.985 4.142 -0.775
C -2.190 -1.194 5.249 -0.502
C -0.834 -1.415 5.061 -0.972
C -0.336 -1.374 3.770 -0.217
N -1.100 -1.127 2.706 0.426
C -2.684 -0.896 -1.954 0.534
C -3.433 -1.048 -3.113 -0.609
C -2.779 -1.263 -4.315 -0.676
C -1.392 -1.275 -4.326 -1.046
C -0.718 -1.097 -3.129 -0.762
N -1.353 -0.945 -1.968 0.647
H -4.062 -0.861 4.219 0.565
H -2.620 -1.208 6.242 0.441
H -0.174 -1.605 5.895 0.450
H 0.710 -1.563 3.563 0.471
H -4.509 -0.975 -3.048 0.602
H -3.334 -1.405 -5.234 0.432
H -0.837 -1.421 -5.242 0.554
H 0.364 -1.056 -3.087 0.748
N 2.143 0.962 2.879 0.001
C 1.309 1.304 3.901 0.141
C 1.730 1.273 5.218 -0.606
C 0.893 1.692 6.258 -0.747
C -0.366 2.163 6.001 -0.926
C -0.829 2.226 4.669 1.046
C -2.114 2.708 4.337 -0.910
C -2.509 2.745 3.032 -0.828
C -1.626 2.264 2.049 -0.096
N -0.437 1.774 2.312 -0.209
C -0.007 1.776 3.602 0.320
H 2.960 0.419 3.092 0.294
H 1.726 0.820 1.978 -0.476
H 2.731 0.920 5.437 0.363
H 1.253 1.643 7.278 0.406
H -1.012 2.506 6.798 0.414
H -2.770 3.048 5.130 0.404
H -3.489 3.102 2.746 0.492
H -1.915 2.263 1.005 0.339
C -3.649 3.632 -1.630 -0.745
N -2.767 3.021 -2.608 0.139
C -3.054 3.283 -4.000 -0.955
C -1.854 2.120 -2.230 0.092
O -1.642 1.778 -1.074 -0.163
H -3.727 4.702 -1.823 0.392
H -3.236 3.464 -0.640 0.063
H -4.643 3.182 -1.675 0.324
H -2.952 4.349 -4.217 0.335
H -4.075 2.978 -4.238 0.316
H -2.362 2.726 -4.630 0.318
H -1.277 1.711 -3.076 0.011
N 1.894 -2.342 1.549 -0.440
N 0.606 -2.696 1.035 -0.478
H 2.450 -3.174 1.720 0.345
H 2.331 -1.818 0.785 -0.030
H 0.037 -3.078 1.777 0.341
H 0.670 -3.362 0.268 0.177
C 3.300 -4.012 -1.198 -1.172
C 2.574 -3.533 -2.460 0.686
C 1.062 -3.714 -2.312 -1.124
C 3.003 -2.115 -2.817 1.191
C 3.855 -2.001 -3.909 -0.987
C 4.375 -0.790 -4.323 -1.303
C 4.042 0.333 -3.587 -0.900
C 3.216 0.278 -2.471 0.647
C 3.008 1.589 -1.736 0.415
C 1.582 2.104 -1.923 -1.618
C 3.417 1.492 -0.263 -1.188
C 2.653 -0.964 -2.045 -0.800
O 1.897 -1.085 -0.964 -0.703
H 3.100 -5.071 -1.019 0.435
H 2.971 -3.433 -0.337 0.047
H 4.375 -3.867 -1.308 0.358
H 2.896 -4.176 -3.284 0.592
H 0.666 -2.969 -1.628 -0.177
H 0.838 -4.717 -1.937 0.576
H 0.562 -3.603 -3.275 0.222
H 4.136 -2.902 -4.446 0.375
H 5.048 -0.725 -5.167 0.374
H 4.453 1.296 -3.869 0.391
H 3.666 2.326 -2.208 0.698
H 0.856 1.383 -1.560 -0.095
H 1.395 2.274 -2.986 0.486
H 1.425 3.044 -1.390 0.530
H 3.062 0.556 0.156 -0.158
H 3.012 2.325 0.314 0.432
H 4.505 1.512 -0.179 0.385

---

Record 8
41
Properties=species:S:1:pos:R:3:mulliken_spin:R:1 method="wB97M-V/def2-TZVPD" s_squared=6.0142 relative_energy_ev=0.000 largest_force_ev_per_a=0.32 multiplicity=5 homo_energy_ha="-0.4532 / -0.4675" lumo_ev="-4.773 / -5.673" total_charge=+1 gap_ha="0.278 / 0.259"
Rh -0.147 -0.128 0.265 2.543
O -0.025 -5.770 -3.877 0.293
C -1.098 -5.622 -3.370 0.021
O -2.219 -6.002 -3.186 0.262
C -0.951 -4.088 -2.415 0.370
C -2.064 -3.662 -1.726 0.011
C -1.910 -2.494 -1.001 0.026
N -0.756 -1.819 -0.976 0.050
C 0.301 -2.263 -1.666 0.001
C 0.248 -3.428 -2.421 0.009
C 1.591 -1.442 -1.616 0.019
O 2.547 -1.846 -2.226 0.030
O 1.531 -0.351 -0.903 0.176
H -2.997 -4.204 -1.745 0.008
H -2.730 -2.089 -0.424 0.006
H 1.122 -3.755 -2.964 0.009
C -1.205 3.678 -1.846 0.002
C -2.580 3.238 -1.340 0.004
C -2.234 2.282 -0.207 0.003
O -0.903 1.783 -0.515 0.042
C -0.408 2.397 -1.742 0.002
H -0.778 4.445 -1.198 0.001
H -1.230 4.060 -2.864 0.000
H -3.121 2.714 -2.129 0.001
H -3.197 4.065 -0.997 -0.001
H -2.915 1.434 -0.133 0.009
H -2.181 2.787 0.759 -0.006
H -0.611 1.719 -2.573 0.002
H 0.666 2.521 -1.629 -0.002
Se 0.843 -3.407 3.546 0.002
N 0.708 -2.342 4.939 0.006
C 0.349 -1.157 4.473 0.001
C 0.135 0.020 5.251 0.009
C -0.196 1.158 4.589 -0.001
C -0.324 1.156 3.170 0.012
N -0.153 0.101 2.416 0.076
C 0.194 -1.074 3.053 0.010
N 0.424 -2.165 2.356 0.004
H 0.246 -0.010 6.326 0.000
H -0.359 2.085 5.118 0.000
H -0.571 2.077 2.655 -0.008